--- 1 ---
ORCA calculation (wB97M-V/def2-TZVPD) on 3 unconnected molecules or ions with the total composition C3H3N3O2.

Its charge is 0. The calculation puts the HOMO-LUMO gap at 8.720 eV. Its LUMO energy is -0.0416 Ha.

Each line ends with the Löwdin charge.
Atoms and positions in Å:
C 1.81247 -0.58349 -0.27492  -0.27
C -0.26522 -0.45647 -0.29177  -0.21
C -1.75834 -0.78533 0.09425  -0.07
H -0.09109 2.65058 0.87520  0.35
H 2.82172 -0.92323 -0.17533  0.11
H -2.20925 -1.80116 1.04274  0.23
N 0.33179 0.76924 -0.17567  -0.30
N 1.62751 0.69803 -0.29315  0.14
N 0.75901 -1.34052 -0.13581  0.11
O -0.45198 1.74755 -0.10353  -0.02
O -2.57661 0.02479 -0.56200  -0.07

***

--- 2 ---
ORCA calculation (wB97M-V/def2-TZVPD) on a single C3H3N3O2 molecule.

Its charge is 0. The calculation puts the HOMO-LUMO gap at 9.380 eV. Its LUMO energy is 0.0142 Ha.

Each line ends with the Löwdin charge.
Atoms and positions in Å:
C 0.05508 -0.08508 0.85391  -0.41
C -0.17355 1.79710 -0.41885  -0.17
C -0.05566 -0.28019 -1.37557  -0.14
H 0.13224 -2.27781 1.05006  0.06
H -0.25751 2.85237 -0.63620  0.14
H 0.03579 -0.82363 -2.31942  0.15
N 0.20872 -0.67201 1.96229  0.03
N -0.09276 1.32535 0.75111  0.18
N 0.00471 -0.88951 -0.27315  0.15
O 0.31798 -2.00929 1.95975  -0.03
O -0.17505 1.06270 -1.55394  0.05

***

Of them, 1 has the lowest stability.

***

--- 1 ---
ORCA calculation (wB97M-V/def2-TZVPD) on a single C3H3N3O2 molecule.

Its charge is 0. The calculation puts the HOMO-LUMO gap at 9.838 eV. Its LUMO energy is 0.0072 Ha.

Each line ends with the Löwdin charge.
Atoms and positions in Å:
C -0.23485 0.63970 -0.02952  -0.23
C 1.09083 1.20035 0.12704  0.01
C -0.39297 -0.76598 -0.00700  -0.34
H -2.10458 0.87060 -0.00179  0.10
H 1.22620 2.32018 0.03473  0.13
H -1.41250 -2.26461 0.23032  0.18
N 2.14883 0.30902 -0.10019  0.00
N 1.92483 -0.96776 -0.05386  -0.07
N 0.73425 -1.46999 -0.05756  0.06
O -1.33451 1.41110 -0.11078  0.09
O -1.64551 -1.28261 -0.03140  0.07

***

--- 2 ---
ORCA calculation (wB97M-V/def2-TZVPD) on a single C3H3N3O2 molecule.

Its charge is 0. The calculation puts the HOMO-LUMO gap at 8.661 eV. Its LUMO energy is -0.0187 Ha.

Each line ends with the Löwdin charge.
Atoms and positions in Å:
C -0.22069 0.52478 0.74211  -0.41
C -0.34810 -0.65328 -1.14718  -0.02
C 0.72792 0.39824 -1.61419  -0.12
H -0.35669 -1.21026 3.21647  0.22
H -0.58797 -1.52482 -1.92982  0.16
H 1.41966 0.40673 -2.47987  0.12
N -0.35419 0.45500 2.00887  0.10
N -0.65410 -0.60813 0.09319  0.09
N 0.74792 1.52719 -1.13555  0.04
O -0.68668 -0.99193 2.11055  -0.21
O 0.31293 1.67648 0.13544  0.02

***

--- 3 ---
ORCA calculation (wB97M-V/def2-TZVPD) on a single C3H3N3O2 molecule.

Its charge is 0. The calculation puts the HOMO-LUMO gap at 8.363 eV. Its LUMO energy is -0.0240 Ha.

Each line ends with the Löwdin charge.
Atoms and positions in Å:
C -0.75682 -0.26641 1.21839  -0.04
C -0.12626 0.21654 0.10560  -0.21
C 0.88646 -0.66512 -0.56739  -0.41
H -2.35233 0.17744 2.36332  0.16
H -0.83453 -1.28212 1.58574  0.14
H 2.09525 0.27277 -2.25715  0.23
N -0.13583 1.43494 -0.54116  0.08
N 0.65721 1.29434 -1.54116  -0.03
N 1.21062 0.13067 -1.60636  0.04
O -1.74421 0.56713 1.63774  0.01
O 1.10046 -1.88019 -0.39756  0.03

***

Of them, 2 has the lowest stability.

***

--- 1 ---
ORCA calculation (wB97M-V/def2-TZVPD) on a single C3H9NS2 molecule.

Its charge is 0. The calculation puts the HOMO-LUMO gap at 7.127 eV. Its LUMO energy is -0.0636 Ha.

Each line ends with the Löwdin charge.
Atoms and positions in Å:
S -2.99984 -1.09485 -2.54634  0.32
S -1.80716 -0.93022 -0.25961  0.55
C -0.53072 0.14678 -1.03594  -0.65
C 0.32596 0.84785 0.03993  -0.30
C 0.95724 -0.24241 0.84661  -0.38
N 2.00216 0.28551 1.71189  -0.02
H -3.59808 -1.85789 -1.60078  -0.29
H -1.03878 0.97904 -1.56473  0.05
H 0.00150 -0.47230 -1.93825  0.12
H -0.35327 1.27279 0.78701  0.10
H 1.13459 1.56395 -0.28578  0.13
H 1.25029 -1.16534 0.27992  0.12
H 0.18312 -0.67590 1.57493  0.11
H 1.67352 0.56953 2.62727  0.07
H 2.79949 0.77346 1.36387  0.06

***

--- 2 ---
ORCA calculation (wB97M-V/def2-TZVPD) on a single C3H9NS2 molecule.

Its charge is 0. The calculation puts the HOMO-LUMO gap at 8.441 eV. Its LUMO energy is 0.0262 Ha.

Each line ends with the Löwdin charge.
Atoms and positions in Å:
N 2.16503 1.08642 -0.88199  -0.02
C 1.60541 0.73792 0.41149  -0.34
C 1.09836 -0.74222 0.36637  -0.65
S -0.32667 -1.09616 -0.59618  0.52
S -1.68887 -0.26174 0.74415  0.47
C -3.19854 -0.66083 -0.10805  -0.52
H 2.99519 1.65225 -0.82290  0.06
H 1.57797 1.74659 -1.37101  0.06
H 2.41161 0.72434 1.14584  0.11
H 0.80232 1.40195 0.73808  0.09
H 1.95951 -1.28270 -0.03773  0.07
H 1.06270 -1.09056 1.40623  0.07
H -3.11961 -0.80952 -1.19255  0.03
H -3.51817 -1.63074 0.26013  0.03
H -3.82624 0.22501 -0.06188  0.03

***

Of them, 1 has the lowest stability.

***

--- 1 ---
ORCA calculation (wB97M-V/def2-TZVPD) on a single C3H9NS2 molecule.

Its charge is 0. The calculation puts the HOMO-LUMO gap at 9.371 eV. Its LUMO energy is 0.0297 Ha.

Each line ends with the Löwdin charge.
Atoms and positions in Å:
N -0.37599 -0.98164 -1.46546  -0.01
C 0.43249 0.18209 -1.68755  -0.41
C 0.50382 1.18207 -0.56738  -0.57
S 1.51626 0.72406 0.86087  0.48
S 0.71340 -0.97248 1.62731  0.42
C -0.84662 -0.41747 2.43941  -0.41
H -0.30080 -1.59212 -2.25869  0.07
H -0.29073 -1.43462 -0.57592  -0.02
H 1.44997 0.15443 -2.03835  0.08
H 0.05412 0.63438 -2.73209  0.15
H 1.11399 2.07483 -0.85928  0.07
H -0.53169 1.50707 -0.25394  0.09
H -0.95072 0.65944 2.37062  0.03
H -1.52104 -0.83951 1.73224  0.00
H -0.96647 -0.88053 3.40820  0.03

***

--- 2 ---
ORCA calculation (wB97M-V/def2-TZVPD) on 2 unconnected molecules or ions with the total composition C3H9NS2.

Its charge is 0. The calculation puts the HOMO-LUMO gap at 9.237 eV. Its LUMO energy is 0.0191 Ha.

Each line ends with the Löwdin charge.
Atoms and positions in Å:
C 0.19027 -1.53486 1.72636  -0.45
S 1.73979 -2.51672 1.24393  0.33
S 2.92530 -0.84167 0.65186  0.25
H -0.29290 -1.17551 0.80658  -0.01
H -0.35545 -2.44258 1.93795  -0.01
H 0.32278 -0.73004 2.46906  0.05
H 3.79924 -1.06130 1.70236  -0.19
C -1.70062 0.54301 -0.89580  -0.14
C -0.21986 2.20299 -1.74190  -0.09
N -0.46123 1.38432 -0.77282  -0.11
H -2.37151 1.16258 -1.49005  0.06
H -1.38423 -0.45324 -1.37283  0.10
H -2.08692 0.39644 0.10954  0.06
H 0.65237 2.95766 -1.68706  0.09
H -0.75703 2.10891 -2.68718  0.06

***

--- 3 ---
ORCA calculation (wB97M-V/def2-TZVPD) on a single C3H9NS2 molecule.

Its charge is 0. The calculation puts the HOMO-LUMO gap at 9.336 eV. Its LUMO energy is 0.0261 Ha.

Each line ends with the Löwdin charge.
Atoms and positions in Å:
S 2.16189 -0.61851 -2.64962  0.27
S 0.98392 0.94176 -2.07675  0.38
C -0.51277 0.30135 -1.15924  -0.50
C -0.53803 0.95536 0.23569  -0.29
C 0.07033 0.02937 1.28337  -0.30
N -0.68794 -1.23397 1.31217  -0.01
H 2.71934 -0.97929 -1.48072  -0.21
H -1.22962 0.77302 -1.82659  0.05
H -0.48717 -0.78178 -1.06656  0.07
H -0.09466 1.94398 0.20587  0.09
H -1.61689 1.03070 0.43495  0.11
H 1.07360 -0.23583 0.92835  0.11
H 0.14132 0.59423 2.20668  0.10
H -0.34176 -1.75870 2.10945  0.07
H -1.64155 -0.96168 1.54294  0.07

***

Of them, 2 has the lowest stability.

***

--- 1 ---
ORCA calculation (wB97M-V/def2-TZVPD) on a single C9H9N3S molecule.

Its charge is 0. The calculation puts the HOMO-LUMO gap (spin up / spin down) at 7.169 / 7.170 eV. Its LUMO energy (spin up / spin down) is -0.0304 / -0.0304 Ha.

Each line ends with the Löwdin charge.
Atoms and positions in Å:
C -4.12330 -0.77065 0.14116  -0.09
C -3.18295 -1.33086 -0.70747  -0.08
C -3.75586 0.26103 0.99208  -0.08
C -1.88381 -0.86226 -0.71625  -0.07
C -2.46208 0.74062 0.98936  -0.02
C -1.51080 0.17950 0.13634  -0.32
C 2.15712 0.54293 -0.21137  -0.21
C 0.82580 0.08193 0.03484  -0.42
C 4.47356 0.37675 0.14675  -0.13
N 2.29278 -2.24403 0.31663  -0.40
N -0.24493 0.72483 0.11033  0.10
N 3.12225 0.06711 0.45939  -0.07
S 0.90352 -1.81008 0.47766  0.91
H -5.14029 -1.13266 0.13745  0.10
H -3.46220 -2.13351 -1.37530  0.11
H -4.48683 0.70248 1.65213  0.10
H -1.15658 -1.27371 -1.40208  0.10
H -2.15742 1.53230 1.65651  0.11
H 2.28920 1.17362 -1.10097  0.13
H 5.06823 -0.52348 0.30924  0.08
H 4.81938 1.13447 0.85368  0.09
H 4.62014 0.74742 -0.87704  0.08

***

--- 2 ---
ORCA calculation (wB97M-V/def2-TZVPD) on a molecular structure, C9H9N3S.

Its charge is 0. The calculation puts the HOMO-LUMO gap at 7.679 eV. Its LUMO energy is -0.0282 Ha.

Each line ends with the Löwdin charge.
Atoms and positions in Å:
C -2.30990 -0.36395 2.63596  -0.08
C -1.41946 -0.05762 1.39248  -0.20
C -0.70264 1.19549 1.34992  -0.02
C 0.19364 1.46806 0.16673  -0.02
C 0.30202 0.47787 -0.87767  -0.16
C 1.29824 0.80615 -2.06671  -0.14
C 2.74669 0.53234 -1.47491  -0.23
N 3.09880 -0.70274 -1.43162  0.08
C -0.42433 -0.82547 -0.90142  -0.29
N -0.35192 -1.83702 -1.85903  -0.21
S -1.40206 -2.96005 -1.19220  0.96
N -1.94085 -2.29925 0.23472  -0.24
C -1.31058 -1.06252 0.29862  -0.28
H -3.21648 -0.97992 2.38864  0.08
H -2.60313 0.55809 3.21143  0.08
H -1.68395 -1.01328 3.32318  0.09
H -0.77415 1.96995 2.15460  0.11
H 0.79473 2.40502 0.07125  0.11
H 1.20142 1.87745 -2.37884  0.10
H 1.09562 0.15460 -2.95623  0.11
H 3.37096 1.37916 -1.08819  0.11
H 4.03734 -0.72236 -1.00072  0.05

***

Of them, 1 has the lowest stability.

***

--- 1 ---
ORCA calculation (wB97M-V/def2-TZVPD) on a gas-phase ion, C5H9N2 (charge +1).

Its charge is +1. The calculation puts the HOMO-LUMO gap at 9.535 eV. Its LUMO energy is -0.1879 Ha.

Each line ends with the Löwdin charge.
Atoms and positions in Å:
C 2.08463 0.89308 1.02404  0.15
C 1.60808 0.26152 -1.56685  0.18
C -0.08526 0.05513 1.57181  -0.12
C 0.10901 -0.43535 0.14509  -0.31
C -1.10782 -0.06394 -0.76702  -0.01
N 1.25068 0.55441 1.92118  0.01
N 1.32044 0.18158 -0.30168  -0.04
H 2.53751 0.65090 -2.03452  0.13
H 0.93237 0.03274 -2.46296  0.15
H -0.84703 0.84136 1.54642  0.13
H -0.63086 -0.71267 2.23911  0.17
H 0.24543 -1.54735 0.38967  0.19
H -1.22430 -0.47358 -1.72483  0.07
H -1.16335 0.95761 -0.90609  0.08
H -2.05757 -0.20530 -0.41754  0.06
H 1.45206 0.79654 2.89607  0.17

***

--- 2 ---
ORCA calculation (wB97M-V/def2-TZVPD) on a molecular structure, C5H9N2.

Its charge is +1. The calculation puts the HOMO-LUMO gap at 10.244 eV. Its LUMO energy is -0.1697 Ha.

Each line ends with the Löwdin charge.
Atoms and positions in Å:
C -1.93177 0.77103 -0.11011  -0.22
C -0.41005 -1.05636 0.17669  -0.02
C -0.60014 1.31975 0.02433  -0.10
C 0.39036 0.16220 0.45557  -0.30
C 1.76256 0.31063 -0.10098  -0.05
N -2.13619 -0.44176 -0.04763  0.20
N -0.23413 -2.27360 -0.06829  0.29
H -2.77016 1.40869 -0.45864  0.16
H -0.36851 1.62181 -0.90254  0.09
H -0.47877 2.17026 0.83462  0.19
H 0.54232 0.27211 1.46393  0.13
H 1.96373 0.00062 -1.14150  0.10
H 2.48961 -0.21221 0.64025  0.13
H 2.05710 1.37456 -0.06453  0.10
H 0.65385 -2.61992 -0.09756  0.12
H -0.92981 -2.80779 -0.60361  0.18

***

Of them, 1 has the lowest stability.